1.
# C7H32IN2O11

12 unconnected molecules or ions with the total composition C7H32IN2O11 (wB97M-V/def2-TZVPD, the OMol25 dataset).

The geometry in XYZ format:
```
53
C7H32IN2O11 | the OMol25 dataset | wB97M-V/def2-TZVPD
C -0.3151 -1.9512 -2.4757
C -1.1389 -1.1070 -1.2897
C -0.8089 0.4749 -1.5526
I -2.5492 1.5897 -0.7075
C 0.4993 1.0396 -0.6703
C 1.5707 -0.1169 -0.2545
C 2.8507 0.5855 0.5716
C 2.6259 2.1988 0.6976
N 1.4919 3.0500 0.2426
N 0.4504 2.4924 -0.4254
H -0.8699 -1.8833 -3.5280
H 0.7385 -1.4221 -2.6591
H -0.0627 -3.0530 -2.1563
H -0.8639 -1.5093 -0.2261
H -2.2848 -1.3651 -1.4879
H -0.7232 0.7434 -2.6984
H 1.5262 -1.2597 -0.4984
H 3.7680 -0.0321 0.9830
H 3.5140 2.7851 1.2411
H 1.5041 4.0958 0.4065
O 5.6157 3.4181 0.8805
H 5.2246 4.1159 0.3335
H 6.5551 3.6521 0.9219
O -1.8411 -0.8842 2.2342
H -2.2321 -0.1864 1.6873
H -0.9016 -0.6502 2.2756
O 0.7855 -0.6854 3.4945
H 0.9670 -1.4513 4.0598
H 0.7721 0.0623 4.1107
O -4.3448 -0.4305 -2.8894
H -5.1481 0.1085 -2.9454
H -3.9695 -0.2022 -2.0257
O 0.6828 -3.9263 4.4988
H -0.1478 -3.4748 4.2861
H 0.6532 -4.7345 3.9649
O -4.5356 4.6975 -2.1075
H -4.0997 3.9711 -1.6370
H -3.8367 5.0653 -2.6691
O -4.4500 -1.9361 -5.7439
H -4.2686 -2.7020 -5.1787
H -4.4635 -1.1884 -5.1278
O -6.4224 0.8830 -1.7173
H -6.4105 1.8274 -1.5006
H -7.1668 0.5346 -1.2040
O 7.5586 1.1854 0.7988
H 6.7280 1.6369 0.5862
H 7.5290 0.3772 0.2649
O 1.5694 -3.5949 -0.9730
H 2.5293 -3.4693 -1.0160
H 1.4496 -4.2413 -0.2611
O 1.2853 -0.8708 6.1391
H 2.2452 -0.7452 6.0961
H 1.1655 -1.5172 6.8510
```

As for the net charge: +1. The molar mass comes out at 447.2 Da. For the orbital gap, the calculation gives 6.84 eV. The LUMO energy is -5.5377 eV. As for the largest force on an atom: 6.6 eV/Å. The HOMO energy is -12.3795 eV.

2.
# C7H32O12

13 unconnected molecules or ions with the total composition C7H32O12 (wB97M-V/def2-TZVPD, the OMol25 dataset).

The geometry in XYZ format:
```
51
C7H32O12 | the OMol25 dataset | wB97M-V/def2-TZVPD
C 0.3936 2.8316 -2.0438
C 2.6795 1.7864 -1.7314
C 1.3233 1.7929 -1.5226
C 0.7821 0.6724 -0.7879
C 1.5641 -0.4535 -0.3971
C 2.8826 -0.4623 -0.8297
C 3.3576 0.5956 -1.6478
H -0.0601 2.5147 -2.9946
H 0.8297 3.8216 -2.1310
H -0.5094 2.9186 -1.3628
H 3.1907 2.6581 -2.1089
H -0.2945 0.4139 -0.8325
H 1.0979 -1.1481 0.2955
H 3.5268 -1.3187 -0.5901
H 4.2663 0.5127 -2.2317
H -2.4537 -0.5692 3.2030
H -1.9771 0.7310 3.8143
O -1.7446 -0.2160 3.7576
H -1.5722 -1.9077 1.7529
H -0.6286 -2.2955 0.6201
O -0.6918 -2.2861 1.5890
H 1.2508 2.4572 1.9667
H 0.3590 1.1264 2.0731
O 0.6210 1.9141 1.4710
H 1.2704 3.2119 0.5558
H 0.8997 4.6552 0.9408
O 1.3961 4.1489 0.2906
H -0.2859 -4.6013 -0.6927
H -0.0924 -3.5499 -1.8462
O -0.6899 -3.8351 -1.1311
H -3.1093 0.0204 -2.5053
H -2.3061 -0.2334 -3.8128
O -2.8070 -0.6676 -3.1162
H -1.0466 2.0626 1.8561
H -2.2439 1.1228 1.7382
O -1.9267 1.8899 2.2317
H 0.1027 -0.3664 3.7604
H 0.5032 -0.9613 2.4895
O 0.6454 -0.1319 2.9839
H 3.2164 -0.1763 1.7261
H 2.4710 -0.3387 3.0829
O 3.3217 -0.0962 2.6747
H -3.0913 -1.6876 0.9528
H -4.3840 -1.2132 1.6296
O -3.4419 -1.0099 1.5792
H 0.2676 -1.7809 -3.6824
H 0.9991 -2.7705 -4.3775
O 0.6998 -2.6210 -3.4658
H -2.3453 -2.9440 -0.7983
H -3.1799 -1.9564 -1.6519
O -3.0359 -2.2598 -0.7432
```

For the relative energy (zero: lowest compared OMol25 entry of this formula, charge and spin), the calculation gives 29.92 kJ/mol. As for the net charge: +1. The molar mass comes out at 308.3 Da. For the orbital gap (alpha / beta), the calculation gives 8.92 / 5.41 eV. As for the spin multiplicity: 2. The LUMO energy (alpha / beta) is -4.1354 / -7.6445 eV. As for the largest force on an atom: 2.4 eV/Å. The HOMO energy (alpha / beta) is -13.0527 / -13.0521 eV.

> What is the net charge in the second record?

+1